Below is C33H95AsF6N6O16 as an isolated structure at a distorted geometry, with properties calculated with ωB97M-V/def2-TZVPD.

The value obtained for the orbital gap is 3.2 eV. For the maximum force, the calculation gives 2.81 eV/Å. For the LUMO energy, the calculation gives 3.2979 eV. The net charge is -2. The calculation puts the HOMO energy at 0.078 eV.

```
157
Properties=species:S:1:pos:R:3:lowdin_charge:R:1
C 4.26584 1.55133 2.28338 -0.483
O 3.46332 2.66310 2.24721 -0.390
H 4.33925 0.90474 1.38521 0.016
H 5.34050 1.80654 2.36453 0.027
H 3.97861 0.86496 3.11046 0.004
As 0.21912 -0.04497 -0.57722 0.874
F -0.32631 0.10391 1.12625 -0.278
F 1.90462 -0.27674 -0.05444 -0.259
F 0.77310 -0.17606 -2.22380 -0.261
F -1.47310 0.15998 -1.10260 -0.289
F 0.46557 1.71255 -0.65623 -0.242
F -0.01486 -1.80311 -0.49918 -0.280
C -2.96795 4.19390 -0.68894 -0.039
C -1.60771 4.35572 -1.46349 -0.378
C -1.91650 4.66255 -2.94322 -0.190
O -0.71513 4.76388 -3.70698 -0.227
C -0.77800 3.85864 -4.80746 -0.097
N -0.69432 5.36426 -0.84936 0.060
H -3.49933 5.13747 -0.82115 0.069
H -2.90067 3.93675 0.36728 0.061
H -3.42536 3.30081 -1.11932 0.065
H -1.13212 3.37950 -1.35023 0.121
H -2.37301 5.65229 -3.03275 0.125
H -2.57351 3.88417 -3.33451 0.113
H -0.65603 2.86857 -4.36203 0.093
H 0.04828 4.08579 -5.48018 0.095
H -1.71702 3.94820 -5.35601 0.085
H 0.13644 5.28221 -1.42732 0.071
H -1.11512 6.26565 -1.05065 0.080
C 2.76826 1.88782 8.46723 -0.086
C 2.19964 1.92286 7.05441 -0.408
C 1.05908 0.84314 6.88150 -0.215
O 0.76872 0.60737 5.54064 -0.221
C 1.59240 -0.31494 4.77303 -0.039
N 1.54255 3.19811 6.81035 0.043
H 3.01323 0.85943 8.75143 0.064
H 2.01477 2.25986 9.16336 0.070
H 3.71712 2.40616 8.61213 0.070
H 2.95139 1.70612 6.29483 0.136
H 0.21002 1.17438 7.48434 0.115
H 1.38049 -0.09949 7.34066 0.111
H 1.42239 -1.36532 5.00802 0.083
H 2.61068 0.07246 4.80223 0.069
H 1.25502 -0.12349 3.75430 0.086
H 0.70166 3.18603 7.37988 0.053
H 2.05579 3.95188 7.25517 0.066
C -3.75811 -2.21978 -0.76904 -0.052
C -5.07453 -1.75876 -0.18519 -0.434
C -4.93713 -0.45782 0.63992 -0.184
O -6.16254 0.07066 1.16966 -0.192
C -6.75535 -0.79617 2.17451 -0.101
N -5.96553 -1.56917 -1.31092 0.039
H -3.15247 -1.49078 -1.30690 0.062
H -4.09200 -2.98847 -1.46688 0.083
H -3.15718 -2.66910 0.02192 0.080
H -5.43849 -2.52812 0.49814 0.132
H -4.57198 0.33259 -0.01875 0.127
H -4.20313 -0.57509 1.44081 0.111
H -7.58843 -0.32079 2.69309 0.077
H -6.08566 -1.16415 2.95308 0.088
H -7.23879 -1.63643 1.66975 0.072
H -6.89781 -1.26057 -1.04649 0.074
H -5.72345 -0.67652 -1.73935 0.078
C -0.71526 -6.87810 -0.05554 -0.075
C -0.95142 -5.35883 0.04557 -0.437
C -0.88495 -4.73980 1.40511 -0.196
O 0.42776 -4.94560 1.96745 -0.193
C 1.09811 -3.83316 2.57933 -0.078
N -0.11276 -4.65124 -0.93375 0.068
H 0.31345 -7.20114 0.14376 0.068
H -0.76653 -7.17144 -1.10525 0.068
H -1.27222 -7.48465 0.65842 0.070
H -1.94146 -5.35341 -0.42169 0.125
H -1.57211 -5.21432 2.11213 0.119
H -1.21963 -3.70388 1.30596 0.111
H 1.53841 -3.18113 1.82283 0.076
H 1.93014 -4.13282 3.21557 0.082
H 0.36483 -3.29835 3.18590 0.083
H 0.84268 -4.92970 -0.73190 0.074
H -0.18105 -3.69884 -0.59278 0.029
C -2.62108 1.06170 3.47953 -0.067
C -1.84261 2.38613 3.34652 -0.388
C -2.18113 3.27570 4.56658 -0.193
O -1.73991 4.62398 4.34319 -0.173
C -1.95046 5.50254 5.44171 -0.123
N -0.41954 2.12604 3.08185 0.089
H -2.36612 0.32651 2.71751 0.054
H -3.70852 1.18427 3.43024 0.062
H -2.46074 0.66153 4.48412 0.074
H -2.24288 2.96287 2.50861 0.121
H -1.69634 2.87373 5.46273 0.114
H -3.25480 3.27435 4.78108 0.113
H -2.78597 6.18067 5.22718 0.068
H -1.09008 6.16531 5.52495 0.085
H -2.29062 4.99203 6.34495 0.073
H -0.53691 1.44931 2.32510 0.033
H -0.04052 1.45389 3.74263 0.047
C 3.72373 -1.01674 -2.95129 -0.060
C 3.83122 -2.52464 -3.12606 -0.404
C 2.46796 -3.26019 -3.00413 -0.179
O 2.69798 -4.67473 -3.14789 -0.194
C 1.49973 -5.39028 -3.38675 -0.136
N 4.34229 -2.82528 -4.49255 0.024
H 2.90517 -0.58717 -3.52665 0.055
H 4.68109 -0.53655 -3.14756 0.078
H 3.49950 -0.84821 -1.89574 0.067
H 4.55218 -3.09064 -2.53250 0.133
H 1.83210 -2.79813 -3.76087 0.112
H 2.14302 -3.08723 -1.97522 0.116
H 1.52476 -5.84430 -4.38347 0.075
H 0.61780 -4.75331 -3.38500 0.071
H 1.38906 -6.22211 -2.69058 0.068
H 4.27964 -3.83688 -4.50274 0.051
H 3.68801 -2.42591 -5.15540 0.045
C 4.32136 -2.29897 1.85997 -0.226
C 5.82213 -2.07644 1.56781 -0.232
O 6.58613 -2.99463 2.34825 -0.089
O 4.17893 -2.00479 3.24245 -0.118
H 4.05870 -3.34334 1.69817 0.111
H 3.64784 -1.57691 1.39384 0.101
H 6.16906 -1.06621 1.79200 0.113
H 5.96966 -2.22823 0.49673 0.110
H 6.31065 -2.85071 3.25941 0.068
H 4.24101 -1.05927 3.43017 0.047
C 0.44501 0.29586 -6.53076 -0.258
C 0.89774 -0.88658 -5.66639 -0.206
O 0.22197 -2.07189 -6.16301 -0.091
O 0.89092 0.23714 -7.86138 -0.055
H 0.71395 1.28632 -6.15988 0.109
H -0.64262 0.24547 -6.42388 0.093
H 0.60739 -0.66910 -4.63675 0.100
H 1.97463 -1.03331 -5.73087 0.103
H -0.72103 -2.04402 -5.95212 0.045
H 0.53300 -0.58810 -8.20647 0.078
C -3.35244 -0.45657 -5.57341 -0.258
C -3.29435 -0.76613 -4.11376 -0.184
O -4.14401 -1.94639 -3.88246 -0.100
O -2.48975 -1.27083 -6.28677 -0.073
H -3.20591 0.58191 -5.88855 0.115
H -4.35489 -0.67557 -5.95465 0.123
H -3.74468 -0.02406 -3.45333 0.118
H -2.31572 -1.06682 -3.73622 0.124
H -4.39275 -1.79682 -2.96452 -0.007
H -2.86558 -1.60719 -7.10112 0.106
C 2.16852 2.93763 -3.20779 -0.258
C 3.63878 2.71551 -2.76947 -0.241
O 3.90511 2.71798 -1.37633 -0.043
O 1.85659 4.25258 -2.87363 -0.059
H 1.51351 2.15760 -2.81502 0.095
H 2.24714 2.93000 -4.30369 0.104
H 4.33983 3.43294 -3.19810 0.113
H 4.00116 1.76197 -3.17202 0.084
H 3.53076 1.93194 -0.96514 0.072
H 0.95179 4.35297 -3.20456 0.022
O 0.64155 4.36396 1.49022 -0.086
H 0.13906 4.76179 0.76659 -0.043
H 0.14556 3.56697 1.71312 -0.029
```